No. 1
The following is a DFT calculation (ωB97M-V/def2-TZVPD) of a molecular structure, C10H17BiN3O5S3SbSi in a non-equilibrium geometry.

```
! wB97M-V def2-TZVPD RIJCOSX def2/J DEFGRID3
* xyz -1 2
Bi -1.0495 0.3155 1.8511
S -2.2618 -0.6172 6.2760
Sb -1.7093 1.3052 5.1705
S 0.3422 0.6062 3.9291
S -3.0670 1.1221 3.0687
C 0.0358 3.8453 2.5820
Si -0.6403 2.8542 1.1133
C -2.2888 3.5976 0.5774
C 0.6287 2.8291 -0.2806
H 0.3397 4.8467 2.2640
H 0.9002 3.3473 3.0205
H -0.7179 3.9589 3.3653
H -2.1465 4.6046 0.1753
H -2.9863 3.6527 1.4122
H -2.7351 2.9778 -0.2020
H 0.8612 3.8495 -0.6016
H 0.2273 2.2840 -1.1350
H 1.5540 2.3426 0.0296
O -1.9944 -0.4231 -2.7073
N -1.7664 -0.3881 -1.4843
O -1.6250 -1.4447 -0.8249
O -1.7339 0.7210 -0.8983
O -1.3951 -3.5141 -4.0109
C -0.0202 -3.7293 -3.9236
N 0.4807 -3.3404 -2.6161
C 1.5336 -2.4995 -2.4739
O 2.2875 -2.1760 -3.3789
C 1.7516 -2.0353 -1.0632
C 1.7275 -2.9129 0.0094
C 1.9939 -2.4287 1.2777
C 2.2519 -1.0754 1.4334
N 2.2382 -0.2119 0.4187
C 1.9990 -0.6913 -0.7998
H -1.5677 -2.6019 -3.7145
H 0.5525 -3.1633 -4.6638
H 0.1462 -4.7973 -4.0859
H -0.2184 -3.3146 -1.8829
H 1.5308 -3.9657 -0.1499
H 2.0156 -3.0915 2.1321
H 2.5054 -0.6640 2.4044
H 2.0199 0.0260 -1.6134
*
```

The value obtained for the strongest force on any atom is 1.8 eV Å⁻¹. For the energy above the lowest of the compared OMol25 structures with the same formula, charge and spin, the calculation gives 0.712 eV. Its expectation value of S² is 0.766. The value obtained for the LUMO energy (alpha / beta) is 2.1 / -0.5 eV. The value obtained for the HOMO energy (alpha / beta) is -4.945 / -4.865 eV. The value obtained for the HOMO-LUMO gap (alpha / beta) is 7.0 / 4.4 eV.

***

No. 2
The following is a DFT calculation (ωB97M-V/def2-TZVPD) of 2 unconnected molecules or ions with the total composition C10H17BrS2 in a non-equilibrium geometry.

```
! wB97M-V def2-TZVPD RIJCOSX def2/J DEFGRID3
* xyz 0 1
C 0.1703 0.0247 -1.3495
C -2.3533 -0.8432 -1.2821
C 3.0605 1.4582 -0.8971
C 3.0782 0.2174 -1.7599
C 1.8487 2.3461 -1.2938
C 0.7194 -1.4243 2.0914
C -2.9786 0.0844 -0.3307
C -0.5073 -0.7090 1.7939
C -2.9713 -0.6324 1.1399
C -1.7367 -1.5205 1.3766
S 1.4988 -0.8855 -1.8170
S 0.2094 1.6308 -1.0064
Br -2.7859 -0.1216 -3.0035
H 3.0778 1.2623 0.2490
H 4.0359 2.0190 -1.1027
H 3.3851 0.5247 -2.6438
H 3.6831 -0.5360 -1.2577
H 1.6477 3.4006 -0.9368
H 2.0432 2.6516 -2.3457
H 0.6503 -1.7439 3.1468
H 1.5049 -0.7395 2.0834
H 0.8900 -2.2697 1.5204
H -4.0071 0.1270 -0.7523
H -2.5718 1.0624 -0.4426
H -0.2988 -0.1128 0.7479
H -0.7674 0.1395 2.3999
H -3.0426 0.1912 1.8444
H -3.8760 -1.3706 1.2017
H -2.2020 -2.0915 2.1503
H -1.4042 -2.1395 0.4761
*
```

The value obtained for the strongest force on any atom is 5.8 eV Å⁻¹. For the energy above the lowest of the compared OMol25 structures with the same formula, charge and spin, the calculation gives 4.934 eV. The value obtained for the LUMO energy is 0.0 eV. The value obtained for the HOMO energy is -7.782 eV. The value obtained for the HOMO-LUMO gap is 7.8 eV.

***

No. 3
The following is a DFT calculation (ωB97M-V/def2-TZVPD) of a molecular structure, C10H17Cl11CuF3O3S in a non-equilibrium geometry.

```
! wB97M-V def2-TZVPD RIJCOSX def2/J DEFGRID3
* xyz 2 3
Cu -1.0102 -0.0076 4.1026
C 0.4042 -0.3271 0.0178
F 1.0976 -1.3571 0.4447
F 1.2263 0.3998 -0.7191
F -0.5374 -0.8203 -0.8713
S -0.4991 0.7671 1.4144
O 0.4033 0.9150 2.5284
O -0.8516 2.0140 0.7483
O -1.6511 0.1049 2.0941
Cl 2.9282 -3.1157 -5.1590
C 3.0986 -2.5872 -3.4115
C 1.8616 -2.9945 -2.6485
Cl 1.2744 -4.6740 -2.9284
H 3.2490 -1.5090 -3.3567
H 3.9914 -3.1078 -3.0651
H 1.0277 -2.3556 -2.9391
H 2.0292 -2.9776 -1.5716
Cl -2.0248 -2.8381 3.6825
C -3.6569 -2.5406 3.0768
C -4.4961 -1.6736 3.9638
Cl -3.5723 -0.2487 4.4848
H -4.1031 -3.4902 2.7816
H -3.5179 -2.0139 2.1327
H -4.7733 -2.2764 4.8286
H -5.4620 -1.3260 3.5973
Cl -1.7627 -0.1294 -5.3089
C -2.1440 0.8457 -3.8142
C -3.0032 0.0423 -2.8252
Cl -4.6358 -0.1141 -3.5521
H -2.6017 1.7940 -4.0959
H -1.1938 1.0225 -3.3103
H -3.1618 0.7006 -1.9710
H -2.4718 -0.8804 -2.5921
Cl 3.6627 2.6585 2.5334
C 3.6609 1.0768 1.6654
C 4.5209 1.1431 0.3987
Cl 3.5663 2.2807 -0.7086
H 2.6319 0.8424 1.3927
H 4.0941 0.3132 2.3115
H 4.6901 0.2163 -0.1495
H 5.4940 1.5935 0.5944
C 0.4980 4.7668 1.2651
Cl 1.6263 6.0528 1.7627
Cl -0.1058 5.3531 -0.3251
Cl -0.8629 4.6176 2.3725
H 1.0625 3.8444 1.1285
*
```

The value obtained for the strongest force on any atom is 4.1 eV Å⁻¹. Its expectation value of S² is 2.011. The value obtained for the LUMO energy (alpha / beta) is -7.8 / -12.5 eV. The value obtained for the HOMO energy (alpha / beta) is -14.344 / -14.344 eV. The value obtained for the HOMO-LUMO gap (alpha / beta) is 6.6 / 1.9 eV.

***

No. 4
The following is a DFT calculation (ωB97M-V/def2-TZVPD) of a molecular structure, C10H17N in a non-equilibrium geometry.

```
! wB97M-V def2-TZVPD RIJCOSX def2/J DEFGRID3
* xyz 0 1
C 1.6290 0.8082 -1.1579
C 0.3969 0.3075 -0.4190
C -0.3298 1.3618 0.4003
C -0.7969 0.5498 1.7697
C 0.4044 -0.0217 1.8981
C 0.8435 -0.7383 0.6752
C -0.1649 -1.8426 0.5469
C -1.2834 -1.2284 -0.2253
C -0.6147 -0.4388 -1.4041
C -1.9653 -0.2173 0.9613
H 1.5057 0.6849 -3.6114
H 0.7413 2.3166 -2.6274
H 2.1677 -0.2292 -1.2085
H 2.3268 1.0780 -0.4273
H -1.3827 1.7136 -0.2347
H 0.3425 2.3222 0.3679
H -1.2312 1.0506 2.5196
H 1.3079 0.3358 2.3866
H 0.3789 -0.6413 2.8880
H 1.9784 -0.7703 0.5822
H 0.3571 -2.9124 0.1618
H -0.5154 -2.1213 1.6424
H -2.0859 -1.8419 -0.5961
H -1.3640 0.1805 -2.0164
H 0.1717 -1.1108 -2.1403
H -2.3464 -1.0321 1.6425
H -2.4970 0.5646 0.5524
N 1.6333 1.3103 -2.5932
*
```

The value obtained for the strongest force on any atom is 11.0 eV Å⁻¹. For the energy above the lowest of the compared OMol25 structures with the same formula, charge and spin, the calculation gives 9.184 eV. The value obtained for the LUMO energy is 0.7 eV. The value obtained for the HOMO energy is -8.945 eV. The value obtained for the HOMO-LUMO gap is 9.6 eV.

***

No. 5
The following is a DFT calculation (ωB97M-V/def2-TZVPD) of a gas-phase ion, C10H17N2 (charge +1) in a non-equilibrium geometry.

```
! wB97M-V def2-TZVPD RIJCOSX def2/J DEFGRID3
* xyz 1 1
C 2.7455 -0.4611 -1.5051
C 2.6334 0.1972 -0.1426
N 1.7741 0.2496 0.8157
C 2.2561 1.1524 1.9065
C 0.4756 -0.1085 0.7632
C 0.1866 -1.3636 0.3820
C -0.9504 -2.1833 0.5754
C -2.2519 -1.7469 0.6447
C -2.7070 -0.2912 0.6326
C -2.3859 0.6464 -0.2940
C -1.5664 0.3203 -1.5566
N -2.8068 1.9482 -0.2964
H 3.2143 -1.3716 -1.1989
H 3.4180 0.2368 -2.0698
H 1.9301 -0.6140 -2.0912
H 3.5160 0.6645 0.0139
H 1.7771 1.0969 2.8579
H 3.2401 0.6738 2.0444
H 2.3736 2.1745 1.5526
H -0.2289 0.5800 1.1782
H 1.0056 -1.8805 0.0601
H -0.7906 -3.1717 0.4215
H -3.0654 -2.3644 0.5275
H -3.6287 -0.0009 1.0576
H -1.4880 -0.8077 -1.7047
H -0.6200 0.8440 -1.7078
H -2.1983 0.6620 -2.4543
H -3.3982 2.2589 0.4423
H -2.4598 2.6597 -0.8550
*
```

The value obtained for the strongest force on any atom is 4.4 eV Å⁻¹. For the energy above the lowest of the compared OMol25 structures with the same formula, charge and spin, the calculation gives 2.674 eV. The value obtained for the LUMO energy is -4.2 eV. The value obtained for the HOMO energy is -10.918 eV. The value obtained for the HOMO-LUMO gap is 6.7 eV.

***

No. 6
The following is a DFT calculation (ωB97M-V/def2-TZVPD) of a single C10H17N3O3 molecule in a non-equilibrium geometry.

```
! wB97M-V def2-TZVPD RIJCOSX def2/J DEFGRID3
* xyz 0 1
C 2.3231 -2.6559 0.1638
N 2.0191 -1.6054 1.0948
C 1.7543 -0.3444 0.7416
O 1.6268 0.0037 -0.4251
C 1.6012 0.6658 1.8815
C 2.9380 1.0558 2.5408
C 2.7900 2.5242 2.9286
C 1.9842 3.0108 1.7009
N 0.9887 1.9213 1.4581
C -0.2460 2.1297 0.9452
O -0.5618 3.2200 0.4497
C -1.3126 1.0916 1.0703
N -1.4682 0.4056 -0.1933
C -1.4143 -0.9275 -0.2610
C -1.2638 -1.5857 -1.6181
O -1.4100 -1.5774 0.7512
H 2.3124 -3.5711 0.7124
H 3.2889 -2.5020 -0.2525
H 1.5889 -2.7159 -0.6417
H 2.0454 -1.7877 2.0823
H 0.9141 0.2443 2.6059
H 3.1504 0.3981 3.3754
H 3.7693 1.0285 1.8015
H 3.7780 2.9716 2.9866
H 2.2029 2.5597 3.8905
H 2.5719 3.0988 0.8071
H 1.4995 3.9424 1.9401
H -1.1409 0.4399 1.9163
H -2.2640 1.5884 1.2490
H -1.3328 0.9511 -1.0805
H -2.1577 -1.4422 -2.2095
H -1.0870 -2.6397 -1.5284
H -0.4512 -1.0912 -2.0872
*
```

The value obtained for the strongest force on any atom is 2.3 eV Å⁻¹. For the energy above the lowest of the compared OMol25 structures with the same formula, charge and spin, the calculation gives 0.489 eV. The value obtained for the LUMO energy is 0.6 eV. The value obtained for the HOMO energy is -9.192 eV. The value obtained for the HOMO-LUMO gap is 9.8 eV.

***

The highest strongest force on any atom belongs to which entry? C10H17N